# 1
Here is an isolated ion of composition C4H8N3OS and charge +1 in a non-equilibrium geometry from the OMol25 dataset. Energies are from wB97M-V/def2-TZVPD.

HOMO energy (spin up / spin down) = -10.8 / -14.3 eV
multiplicity = 3
maximum force = 3.806 eV Å⁻¹
expectation value of S² = 2.009
DFT total energy = -794.43020 Ha
net charge = +1
ΔE to the lowest compared entry with this formula, charge and spin = 339.43 kJ/mol

Geometry (Å):
C: -0.71388 0.91621 -2.19551
C: -1.02325 0.51771 0.12031
C: 1.16700 0.54877 0.88528
C: -0.10025 -1.60094 1.05790
N: -1.25157 1.23234 -1.06171
N: 0.52172 -0.78084 -1.11213
N: 0.25659 -0.34504 0.18851
O: -1.69188 0.68697 1.06253
S: -0.40018 1.08672 -3.69867
H: 2.27549 0.22426 1.00928
H: 1.16230 1.49389 0.25171
H: 0.89144 0.51467 1.97209
H: -0.76536 -2.32875 0.47463
H: 0.82158 -2.20052 1.45359
H: -0.54068 -1.22857 1.90032
H: -2.05955 1.88744 -0.92901
H: 1.45049 -0.62432 -1.37912

# 2
Here is a 2-piece molecular cluster, C4H8N3S overall in a non-equilibrium geometry from the OMol25 dataset. Energies are from wB97M-V/def2-TZVPD.

HOMO energy = -13.2 eV
maximum force = 3.718 eV Å⁻¹
DFT total energy = -719.36155 Ha
net charge = +1
ΔE to the lowest compared entry with this formula, charge and spin = 234.45 kJ/mol

Geometry (Å):
C: 1.45244 1.04005 -1.64647
C: 2.15382 1.17437 -0.48727
C: 0.10156 0.36622 -0.02962
C: -1.41221 -0.61264 1.21588
N: 0.20646 0.51802 -1.36664
N: 1.27674 0.72540 0.46902
N: -2.43260 -1.03837 0.48170
S: -0.43173 -1.78108 2.06369
H: 1.87077 1.57708 -2.56273
H: 3.15760 1.32840 -0.14642
H: -1.36592 0.35859 1.68903
H: 1.45894 0.69840 1.55030
H: -2.78980 -0.33712 -0.11825
H: -0.56434 0.34999 -2.05331
H: -2.28399 -1.91165 0.01233
H: -0.39773 -2.45566 0.92875